A 13-piece molecular cluster, C78H105F9N4 overall in a non-equilibrium geometry. Source: the OMol25 dataset; level of theory: ωB97M-V/def2-TZVPD.

Values from the calculation:
Orbital gap = 8.57 eV
E = -4152.858998 a.u.

```
! RIJCOSX wB97M-V def2-TZVPD def2/J DEFGRID3
* xyz 0 1
H 5.0940 1.3014 1.5489
H -1.2131 -0.6472 1.1557
C -2.1553 -2.6858 3.2030
H -5.5222 -2.7422 2.6229
H 3.0003 -2.1840 -1.7035
H -2.4618 2.3221 4.0095
C 2.3105 0.2455 5.5937
C 0.9202 0.1919 5.7386
H 2.6604 1.1660 1.7709
H -0.9446 1.1081 5.0469
F 4.1908 1.5511 4.9627
C -6.5702 1.9008 0.7260
H -5.8360 2.8363 -4.5158
C 1.4738 -2.7126 -4.3760
C 1.6763 1.7626 -4.6578
H -4.9283 1.2869 -0.5313
C -2.2669 4.0417 5.2966
H 0.4483 -0.6109 6.2749
H -1.7244 4.5996 0.0754
C 0.7077 2.1877 4.3692
C 4.9225 -5.6989 -0.7049
H -1.5094 -2.5261 2.3353
F 0.7926 6.7558 4.4258
F -3.6941 -0.2149 1.2950
H 4.6202 0.1897 -5.6792
C 6.6875 0.4249 -5.0883
C 4.9100 0.1298 -3.5362
H -3.4370 2.2097 -4.5059
H 2.7586 -4.5412 -1.8913
C -4.8399 0.5119 1.5063
H -2.0205 5.8675 3.5246
C -4.2623 3.7442 -2.5711
H 1.5213 -2.7365 -1.0241
H 4.7220 -6.0663 -1.7123
N -2.2297 3.9669 2.7656
C 3.6897 5.8545 2.4469
H 5.5200 0.1491 -1.4669
H -7.0265 2.4483 -0.0801
C -7.2415 1.7675 1.9522
H -0.8308 -0.7140 -1.2799
C 6.3528 -5.9518 -0.2239
H -3.6733 -6.6284 5.9075
H 2.1611 1.4437 -6.7088
H 2.8467 -2.2704 0.0766
H -3.9490 -0.7355 -1.0361
H 8.7436 -0.9697 1.1811
F 7.1148 0.5010 -6.3820
C 5.6607 0.3740 1.4558
C 1.5448 6.1725 3.4628
H -7.1840 0.8710 3.9105
H 1.0562 2.3970 -2.7789
C -5.3877 1.2199 0.4576
F 0.7493 0.7631 -4.5856
H -6.0516 4.3938 -1.4862
H -3.2502 -6.3911 3.4344
C 2.0705 2.3287 4.3343
H -1.7086 2.1337 -2.7047
C -2.8788 -3.9788 3.0107
H 2.5803 3.1571 3.8384
H -2.5448 -2.2718 0.4304
C 5.8395 0.1690 -2.5072
C -2.7751 3.3732 3.9598
H 1.3293 0.1428 -2.1818
C 5.5876 -2.0615 1.4571
H -3.8885 -3.7904 -4.0498
H -0.2672 -5.4898 -5.2667
C 0.4804 -4.7010 -5.2389
H 2.9898 -0.4480 6.1065
H 2.5935 -4.7796 -0.1181
C -3.6417 -1.7170 -1.3457
C -4.0433 -5.8284 3.9229
C -3.6392 -3.4457 -3.0624
H 2.9660 4.1131 -2.6149
C -4.4895 -6.5143 5.1982
H -2.3989 -5.1686 -2.6415
C 1.8781 0.7192 1.1432
H -3.5476 3.1794 1.2943
H -4.7211 3.8606 -0.4675
H -3.2156 3.7067 -2.3026
H -1.9693 5.7127 1.7894
H -2.1968 2.1442 1.8099
C -4.9806 4.3884 -1.4046
H 0.4541 0.1668 2.6792
C -2.5131 5.3948 2.6634
H -4.1402 -2.5292 4.7281
C -6.5989 1.0558 -3.5891
H 5.9161 -4.8428 -3.0817
C 2.4499 -3.8110 -6.2727
H -3.9034 3.4273 3.9448
C 0.6948 0.1565 1.6076
C 7.6775 -0.8822 1.2598
C -0.2786 -0.2992 0.7644
C -0.0697 -0.3084 -0.6024
C 2.6169 -2.7225 -0.8655
C 4.9131 -0.8242 1.5116
H -2.7600 1.0094 -1.8343
H 7.5722 1.2737 1.3072
H -6.4013 0.4204 -2.7148
C 2.7084 3.6046 -3.5461
C 1.8106 4.4385 1.8207
H -4.8282 -7.5382 4.9777
C -4.6218 -3.4840 4.5591
H -1.1951 4.2239 5.2907
C 3.4722 3.8302 -4.6874
H -3.4954 -3.8898 2.1176
C -2.7831 -4.2369 -2.2678
H -0.1856 -3.6769 -3.4632
H 1.4137 3.5910 1.2772
H -5.3452 -6.0199 5.6593
C 5.4640 -3.8418 -2.9174
C 5.3300 0.2453 -4.8866
F 7.6180 -3.2543 1.3285
C 7.0445 0.3216 1.3550
H -7.6842 1.1092 -3.7036
H -2.9099 -1.8616 3.2176
H 6.0453 -3.1662 -3.5265
H 1.5378 -1.9269 -3.6333
H 3.2443 -3.8107 -7.0240
F 3.2208 1.1735 -0.6981
C -4.0413 -2.2211 -2.5916
C 0.1248 1.1182 5.0475
C -5.7451 -3.2825 3.5505
H -6.6074 3.1730 -3.0060
C 0.5137 -3.7261 -4.2754
H -6.1750 -4.2289 3.2909
C 2.8369 1.4072 5.0189
H 5.0077 -2.4025 -1.3912
H 6.5801 -5.5737 0.7667
H 4.7354 6.0665 2.3484
H 3.2842 7.3228 3.9369
H -0.0119 4.7724 2.9436
H -5.1102 -3.8991 5.4375
C -5.4380 0.4078 2.7548
C 1.1005 0.1851 -1.1230
H -1.5409 -2.7050 4.1142
H 7.0459 -5.4854 -0.8929
H -2.7978 5.0068 5.4837
H 5.0335 -2.9764 1.4464
C 7.6350 0.4572 -4.0443
N -3.6122 -4.4737 4.2119
H -6.5735 -2.7720 4.0946
C -5.9722 2.4157 -3.4714
C 7.2019 0.3083 -2.7361
H -2.1528 -4.7403 2.7865
C 2.0322 0.6976 -0.2227
C -2.3856 1.3153 -2.8329
C 3.0821 -4.1557 -0.8882
H 7.8439 0.4341 -1.8585
C -3.6896 1.6303 -3.6301
C 5.3497 -3.4178 -1.4559
H -4.4358 5.6303 1.6541
H -4.6349 5.4220 -1.3137
H -1.6280 2.7956 -0.3644
H 4.2827 4.5634 -4.6696
H -5.0031 -0.2589 3.4946
F -1.6127 -4.4335 -0.2336
C 2.8624 6.5675 3.3123
C -3.9236 5.9332 2.5563
H -6.2108 0.5097 -4.4643
H 3.8968 -0.1402 -3.3497
H 0.1199 2.9135 3.8439
H 4.4651 -3.8846 -3.3900
C 1.4518 -4.7324 -6.2551
H 6.4968 -7.0616 -0.1651
C -2.4671 3.1727 1.5549
H -8.2618 2.1071 2.0324
C 3.1397 4.8586 1.6800
C 1.7659 2.5990 -3.5612
H 4.2549 -6.1657 -0.0011
H 6.3786 -3.4179 -1.0305
C 3.3017 3.0743 -5.8278
H -0.5976 3.6706 0.8203
C 6.9659 -2.0587 1.3656
H 8.6655 0.6714 -4.3665
H -4.5382 5.6050 3.4164
C 2.3612 2.0335 -5.8240
H -4.0756 0.6753 -3.8968
C -1.5879 3.5668 0.4117
F 3.4078 -1.8207 -5.4472
C -2.8741 -2.5290 -0.5502
C 2.4781 -2.8360 -5.3037
C -2.4630 -3.7666 -1.0113
N -4.6923 2.3894 -2.7979
C -6.6615 0.9919 2.9529
H 3.8202 -0.8382 1.5469
H -1.8335 0.4581 -3.2368
H -3.8622 7.0101 2.4751
H -4.6521 -1.6423 -3.2400
H -4.7963 -5.8438 3.1424
N 4.5022 -4.3069 -0.6450
H -2.5494 3.3948 6.1067
H -4.4135 4.2686 -3.5559
C 1.0106 5.0948 2.7654
H 1.4496 -5.5350 -6.9666
H 3.7653 4.2233 1.1135
H 3.8327 3.3347 -6.7403
*
```